[1]
Here is a 10-piece molecular cluster, C34H60O24S3 overall in a non-equilibrium geometry from the Open Molecules 2025 dataset. Energies are from ωB97M-V/def2-TZVPD.

Computed properties:
net charge = 0
E_tot = -4331.80785 Ha
frontier orbital gap = 8.954 eV

Each line ends with the Löwdin charge.
CARTESIAN COORDINATES (ANGSTROEM)
C (10.0019, -14.4853, 16.2534)  -0.07
H (2.3986, -8.5331, 16.8240)  0.13
O (8.2677, -14.1117, 14.7820)  0.03
O (8.0126, 0.0503, 12.8522)  0.06
H (10.2266, -10.6601, 18.7925)  0.14
H (13.0632, -7.8731, 14.4930)  0.06
C (3.0858, -7.8890, 17.3626)  -0.07
H (6.7716, -5.4932, 17.4623)  0.08
H (8.9895, -6.6884, 11.1376)  0.12
H (6.1343, -4.5758, 19.8237)  0.12
O (9.3097, -13.2495, 16.5185)  0.04
H (14.3123, -8.1541, 13.3291)  0.09
H (12.4585, -11.5822, 17.0502)  0.15
H (6.2597, -9.4402, 12.6187)  0.04
H (11.0091, -14.3104, 15.8746)  0.14
H (1.8173, -6.9830, 19.8043)  0.09
C (9.6300, -15.9235, 14.1363)  -0.02
O (9.4426, -14.0446, 11.0793)  -0.57
O (9.9259, -7.2853, 13.2676)  -0.56
O (2.8363, -10.2519, 12.0063)  -0.54
C (9.0164, -15.2383, 15.3477)  -0.25
H (8.2291, -15.7903, 15.8597)  0.16
O (12.8768, -7.9996, 16.9375)  0.17
H (2.9250, -6.8097, 17.3188)  0.13
C (7.7697, -5.0847, 9.2466)  -0.57
C (8.4266, -13.0191, 15.5306)  -0.59
C (10.7668, -10.4380, 17.8715)  -0.10
H (7.8000, -6.7684, 15.3466)  0.03
H (7.3302, -5.7453, 13.4709)  0.06
O (13.9136, -4.2038, 15.2061)  0.07
H (9.4026, -11.6940, 9.9753)  0.06
H (12.7564, -7.2997, 12.9649)  0.08
H (8.4170, -1.9508, 15.1503)  0.14
O (15.1152, -6.0464, 14.9811)  0.08
O (8.0866, -4.2029, 20.4256)  0.08
C (8.7253, -9.2212, 14.6265)  -0.24
H (8.9417, -16.4823, 13.5011)  0.09
C (7.2669, -1.0379, 12.5331)  -0.55
H (6.9290, -13.3763, 10.3713)  0.06
H (10.8673, -2.1551, 14.3430)  0.09
H (14.8636, -5.7445, 12.9681)  0.15
H (5.4618, -4.3016, 17.4319)  0.09
H (10.1677, -15.2358, 13.4870)  0.08
O (6.4589, -8.4206, 17.5657)  0.15
C (14.2660, -6.0754, 13.8186)  -0.29
C (13.5950, -7.4037, 13.6642)  -0.03
H (9.9636, -3.5973, 14.1312)  0.07
H (7.4136, -2.4814, 18.0646)  0.15
H (9.0405, -9.8097, 13.7728)  0.04
O (6.4621, -1.0091, 11.6686)  0.18
C (6.8988, -3.7997, 19.7545)  -0.10
S (4.2274, -10.6765, 12.3173)  0.80
H (9.9146, 0.0064, 13.5108)  0.13
H (12.2849, -11.4847, 20.1326)  0.09
C (9.0301, -11.3503, 10.9358)  -0.21
C (12.3782, -8.8783, 17.5660)  -0.53
O (8.6425, -4.0578, 18.2694)  0.05
H (3.4675, -6.3546, 19.7686)  0.08
H (9.5398, -5.0481, 11.8094)  0.12
O (6.8543, -5.3374, 10.1823)  0.10
H (8.8571, -9.6202, 15.6319)  0.03
C (6.5397, -4.4424, 17.3047)  -0.02
O (13.0457, -9.9429, 18.0780)  0.07
C (12.4764, -11.9586, 19.1738)  -0.02
H (6.9714, -6.9681, 12.2526)  0.07
H (3.4180, -11.4070, 14.3666)  0.05
H (8.6538, 0.2536, 14.8254)  0.13
H (6.7591, -4.1663, 16.2726)  0.08
H (2.7107, -9.2158, 18.9002)  0.15
H (8.8417, -6.9675, 16.7394)  0.06
H (5.5202, -9.2329, 11.0723)  0.05
C (12.1474, -11.0870, 17.9737)  -0.30
H (12.3660, -5.3962, 14.5612)  0.12
H (7.5525, -4.0200, 11.6345)  0.14
H (4.5514, -10.1051, 14.6754)  0.04
O (9.0267, -5.1252, 9.8160)  0.04
H (5.2141, -11.7147, 14.2633)  0.03
C (3.2892, -8.2895, 18.8369)  -0.32
H (12.9861, -4.3644, 13.3136)  0.13
H (9.0445, -5.6303, 15.5382)  0.05
C (13.2897, -4.9341, 14.1928)  -0.12
C (10.0002, -2.5534, 13.8085)  -0.02
H (11.8772, -12.8763, 19.1570)  0.08
O (15.6616, -4.5439, 16.5676)  0.18
C (2.8679, -7.2633, 19.8578)  -0.02
C (9.0734, -4.3680, 19.4925)  -0.57
C (6.9783, -13.1928, 11.4434)  -0.23
H (10.1027, -14.9157, 17.2518)  0.13
C (7.4600, -5.0894, 11.4472)  -0.31
C (8.9386, -0.2579, 13.9083)  -0.07
C (8.7391, -1.7726, 14.1217)  -0.31
H (5.7186, -5.8519, 12.5434)  0.09
C (14.9852, -4.8900, 15.6705)  -0.57
C (8.8593, -5.6133, 11.1769)  -0.10
H (8.0819, -10.8205, 10.9072)  0.03
H (10.1919, -2.5224, 12.7361)  0.10
H (4.7990, -8.3418, 12.4294)  0.06
H (10.3041, -16.7235, 14.4641)  0.09
H (6.4418, -12.2530, 11.5933)  0.00
O (11.0223, -9.0550, 17.6789)  0.04
H (10.2560, -10.8941, 17.0269)  0.11
C (5.2795, -8.4758, 17.6998)  -0.54
O (10.1690, -4.7697, 19.7163)  0.17
O (7.5716, -4.9507, 8.0860)  0.17
O (4.3710, -8.0946, 16.7489)  0.03
C (7.2862, -3.5397, 18.2835)  -0.27
C (4.3977, -11.0163, 14.0937)  -0.23
S (9.8401, -7.8133, 14.6808)  0.85
C (6.8069, -5.9256, 12.5382)  0.00
H (7.6973, -8.8707, 14.5307)  0.05
H (6.5443, -13.9515, 12.0854)  0.05
H (9.7467, -10.8191, 11.5549)  0.03
O (4.6868, -8.5129, 18.9027)  0.09
O (7.7865, -2.1334, 13.1367)  0.06
S (8.7492, -12.9487, 11.8497)  0.82
H (13.5027, -12.2921, 19.0309)  0.09
H (3.0601, -7.6441, 20.8619)  0.09
H (6.4439, -2.8975, 20.1655)  0.13
O (7.7758, -12.0231, 15.4088)  0.13
C (5.2935, -9.2678, 12.1405)  -0.28
C (8.8383, -6.6892, 15.6871)  -0.25

=====

[2]
Here is C34H62Br2N2O7PSSeSiTi as an isolated structure in a non-equilibrium geometry from the Open Molecules 2025 dataset. Energies are from ωB97M-V/def2-TZVPD.

Computed properties:
net charge = 0
E_tot = -11397.08784 Ha
frontier orbital gap (spin up / spin down) = 6.046 / 6.479 eV
2S+1 = 2

Each line ends with the Löwdin charge.
CARTESIAN COORDINATES (ANGSTROEM)
H (2.5115, 8.3694, -1.5520)  0.08
H (1.1389, 5.6140, 1.9318)  0.04
H (3.8779, 5.1327, 2.6846)  0.08
C (-1.5709, -0.9712, -1.9298)  -0.59
O (-1.7214, -0.8757, -0.6661)  -0.07
Se (0.2174, -5.0844, -1.5514)  0.74
H (5.6507, 4.7203, -2.9258)  0.08
Ti (-0.7228, -3.0070, -0.6186)  0.70
H (-6.8723, -2.1039, 1.1572)  0.11
C (-6.3416, -2.7074, 1.9211)  -0.03
C (0.8488, -3.2382, 3.4432)  -0.03
C (3.0583, 6.7804, 1.4833)  -0.61
H (2.6191, 8.9087, 1.3246)  0.08
C (2.1650, 0.0571, -0.5556)  -0.27
C (1.7058, 6.3469, -1.5780)  -0.61
C (-4.8745, -2.7220, 1.5734)  -0.58
H (6.7376, 6.7916, -1.5099)  0.10
H (5.1631, 7.5851, -1.8089)  0.07
H (-4.4516, -1.0347, 2.7607)  0.08
O (-2.3820, -3.6497, -0.2667)  -0.40
H (-6.4873, -4.8965, -1.8024)  0.10
O (-4.0783, -3.6443, -2.1930)  -0.26
H (0.4683, 7.6198, -0.3429)  0.06
C (-4.1746, -3.8109, 2.4270)  -0.01
C (1.2341, -2.0014, 3.9452)  -0.08
C (2.1682, 7.6331, -2.2919)  -0.10
C (1.6562, 6.5623, 2.1297)  -0.12
H (4.0371, 8.4161, 0.4775)  0.03
H (-0.2869, -4.3575, 2.1541)  0.12
O (-1.2255, -2.1678, -2.3764)  -0.15
H (1.8742, 6.5850, 3.2011)  0.08
H (2.1531, -6.4305, -0.2094)  0.05
H (-7.2221, -6.4612, -1.3837)  0.10
C (0.6692, -0.9253, 3.1999)  -0.62
H (-5.7792, -7.3770, 0.6164)  0.06
H (-2.5553, 0.8337, -2.4511)  0.08
H (1.8467, 4.2648, -2.4240)  0.04
H (1.1131, -4.1959, 3.9032)  0.12
C (3.4600, 8.2449, 1.3473)  -0.08
C (-1.0996, -6.9790, 0.3473)  -0.10
H (-6.6825, -3.6988, 2.1666)  0.08
H (1.3817, 8.0483, -2.9180)  0.09
H (3.0726, 0.6040, -0.7432)  0.04
H (0.3601, 5.0717, -2.7859)  0.08
C (-1.7708, 0.1982, -2.8409)  0.01
N (0.2747, -8.0200, 2.0217)  0.03
S (2.5493, -1.7016, -0.5858)  1.04
C (4.7330, 4.9316, -2.4320)  -0.08
H (-5.1941, -7.3278, -2.9562)  0.06
H (-1.7274, -7.9878, 2.1471)  0.11
Si (3.0794, 5.7987, -0.3010)  0.58
Br (2.4863, 3.6346, 0.3595)  0.43
C (0.0697, -6.4557, -0.2275)  -0.61
H (3.0481, 7.4920, -2.9253)  0.06
H (-3.1211, -3.9308, 2.3119)  0.06
H (0.0906, 5.9479, -0.1359)  0.07
H (-0.3321, 6.8543, -1.6779)  0.09
H (-4.1227, -5.8351, -2.9299)  0.10
P (-3.8787, -3.9091, -0.7363)  0.32
H (-4.0748, -7.8092, 0.1966)  0.06
H (4.1767, -1.7399, -2.2788)  0.05
O (1.1227, -2.4000, -0.8168)  -0.74
H (2.8324, -2.7174, -2.8409)  0.06
H (-5.4477, -8.5298, -0.6419)  0.11
C (-6.4245, -5.7519, -1.1017)  -0.04
H (-3.6193, -7.5007, -2.2229)  0.11
H (1.6930, 0.3239, 0.3661)  0.01
C (0.0693, -3.3508, 2.3024)  -0.15
Br (1.0279, 0.8100, 3.9495)  0.73
H (-2.0494, -0.1693, -3.8620)  0.11
H (2.3533, -8.0243, 1.7403)  0.10
H (1.8205, 5.5254, -3.5664)  0.05
C (3.0882, -1.7858, -2.3766)  -0.17
H (4.2198, 4.0128, -2.2947)  0.05
H (-4.7730, -0.6390, 1.0924)  0.09
C (5.6991, 6.9136, -1.1050)  -0.08
O (-4.7809, -3.0510, 0.1324)  -0.13
H (-0.3737, -0.1811, 1.5122)  0.12
C (4.8795, 5.5533, -0.9937)  -0.60
C (-4.4694, -6.7879, -2.4340)  -0.02
H (5.0642, 6.1493, 1.8382)  0.05
C (1.3159, -6.8511, 0.2620)  -0.16
C (0.0523, -1.0938, 1.9521)  -0.14
H (5.8331, 4.9994, 0.8199)  0.04
C (0.3767, 6.6951, -0.8706)  -0.09
H (-4.6381, -4.7656, 2.0988)  0.09
N (-0.4199, -2.3620, 1.6144)  0.02
H (-0.8457, 0.7729, -2.9940)  0.08
H (6.7483, 4.5157, -0.6141)  0.09
H (-3.2153, -1.3410, 1.3997)  0.08
C (-0.9093, -7.6197, 1.5125)  -0.18
C (-4.2792, -1.3363, 1.7451)  -0.02
H (0.8881, 7.3123, 1.9658)  0.07
C (-5.0647, -7.5874, -0.1355)  -0.03
H (5.3371, 3.6508, 0.0035)  0.05
C (-5.0674, -6.3874, -1.1158)  -0.59
H (-6.6638, -5.4343, -0.0596)  0.09
H (-4.4007, -3.6342, 3.4777)  0.09
H (1.7092, -1.6870, 4.8610)  0.09
C (1.4170, 5.2517, -2.6369)  -0.11
H (2.7026, -0.9938, -2.9687)  0.05
C (5.7593, 4.6486, -0.1902)  -0.15
H (1.4713, 0.2995, -1.4094)  0.09
H (-2.0912, -6.7830, -0.0448)  0.08
C (4.1109, 6.1571, 2.3609)  -0.13
O (-4.1083, -5.4747, -0.4033)  -0.21
H (-6.3538, -2.0932, 2.8316)  0.09
H (4.0453, 8.5154, 2.2101)  0.07
H (5.7420, 7.5440, -0.2001)  0.06
H (4.2156, 6.8986, 3.2543)  0.12
H (4.0750, 5.5069, -3.0707)  0.05
C (1.3789, -7.7127, 1.3476)  -0.17